Entry from the Open Molecules 2025 dataset: C27H27IMgN3O2Si as an isolated structure (the ωB97M-V functional and the def2-TZVPD basis).

The geometry in ORCA input format:
```
! wB97M-V def2-TZVPD RIJCOSX def2/J DEFGRID3
* xyz -1 1
Mg -0.10500 0.68126 0.47787
O -1.74601 -3.59136 3.13223
C -0.52453 -3.32328 3.65329
C -0.22690 -3.91836 4.87925
C 0.99528 -3.70963 5.48929
C 1.93306 -2.87861 4.89100
C 1.62689 -2.27965 3.67965
C 0.41852 -2.49678 3.02441
C 0.25217 -1.82394 1.65058
O 0.74265 -0.55870 1.67213
N -1.20838 -1.90054 1.26977
N -1.53198 -0.91134 0.55872
C -2.72166 -0.74994 -0.01102
C -2.85780 0.39687 -0.83490
C -4.07122 0.70682 -1.49650
C -4.15266 1.82849 -2.27713
C -3.04005 2.66574 -2.41272
C -1.89282 2.30349 -1.73912
N -1.78286 1.21130 -0.98958
H -1.81893 -3.05113 2.29571
H -0.98359 -4.54667 5.33225
H 1.21074 -4.18718 6.43819
H 2.88643 -2.68784 5.36733
H 2.32223 -1.60102 3.20212
H -3.52100 -1.47223 0.11923
H -4.92195 0.05037 -1.36708
H -5.08267 2.06667 -2.78025
H -3.06518 3.56395 -3.01133
H -0.99696 2.91460 -1.78442
I 2.18069 1.01388 -1.45448
C 2.52191 2.91973 -0.64824
C 3.63672 3.56608 -1.09896
C 3.92279 4.86763 -0.63523
C 3.07356 5.46803 0.24276
C 1.91262 4.80342 0.71061
C 1.03809 5.46310 1.60537
C -0.08787 4.83003 2.03826
C -0.36432 3.51281 1.61123
C 0.44100 2.78478 0.76086
C 1.60193 3.48083 0.28760
H 4.29670 3.09059 -1.81104
H 4.80752 5.37899 -0.99140
H 3.27149 6.47192 0.60020
H 1.27944 6.46915 1.92730
H -0.76717 5.32980 2.71856
H -1.27469 3.06201 2.00032
C 1.74676 -5.42108 1.79209
Si 0.93028 -4.51194 0.36674
C 1.93390 -4.87103 -1.18964
C -0.80194 -5.17086 0.08979
C 1.00353 -2.64349 0.56512
H 1.93707 -6.46052 1.51462
H 1.13247 -5.41007 2.69068
H 2.70087 -4.95956 2.05193
H 2.02115 -5.94592 -1.35557
H 2.94185 -4.46230 -1.11862
H 1.45958 -4.43423 -2.06884
H -0.75473 -6.22771 -0.18787
H -1.29313 -4.62976 -0.72092
H -1.41790 -5.07586 0.98029
H 0.72236 -2.21260 -0.40707
H 2.06772 -2.40416 0.69774
*
```

Values from the calculation:
* LUMO energy: 2.36 eV
* HOMO: -4.079 eV